1.
54
Properties=species:S:1:pos:R:3:nbo_charge:R:1 method="wB97M-V/def2-TZVPD" smiles="CCOC1=C(S(=O)(=O)F)C(=O)C=CC1=O.COCCOC.COCCOC" e_homo_ev=-9.29 max_force_ev_per_a=9.06 e_tot_ha=-1800.5991 lumo_energy_ev=-2.74
C -0.641 3.491 -3.919 -0.68
C 0.054 2.131 -4.521 -0.10
O 0.031 0.970 -3.618 -0.51
C 0.077 1.358 -2.200 0.38
C 1.305 1.988 -1.568 -0.40
S 2.908 2.299 -2.499 2.12
O 3.142 1.211 -3.590 -0.80
O 4.094 2.168 -1.475 -0.81
F 3.003 3.842 -3.257 -0.46
C 1.122 2.392 0.041 0.52
O 1.752 3.483 0.497 -0.49
C 0.138 1.473 1.004 -0.22
C -1.056 0.846 0.314 -0.26
C -1.316 1.076 -1.320 0.49
O -2.541 1.029 -1.876 -0.47
H 0.025 4.006 -3.079 0.22
H -0.655 4.277 -4.818 0.24
H -1.734 3.351 -3.518 0.24
H 1.156 2.436 -4.846 0.21
H -0.517 1.895 -5.542 0.22
H 0.346 1.301 2.165 0.30
H -1.800 0.167 0.949 0.28
C -4.629 -1.098 -0.224 -0.26
O -3.685 -2.125 0.059 -0.56
C -4.019 -2.857 1.243 -0.09
C -4.670 -4.200 0.902 -0.09
O -5.950 -4.017 0.288 -0.55
C -5.898 -4.182 -1.126 -0.26
H -4.461 -0.751 -1.248 0.20
H -5.659 -1.454 -0.146 0.18
H -4.475 -0.259 0.461 0.16
H -4.663 -2.261 1.901 0.18
H -3.081 -3.047 1.775 0.18
H -4.839 -4.754 1.831 0.19
H -4.014 -4.807 0.265 0.18
H -5.819 -5.246 -1.369 0.17
H -5.061 -3.639 -1.571 0.18
H -6.827 -3.793 -1.550 0.19
C 3.436 1.849 2.920 -0.26
O 3.034 0.636 2.293 -0.57
C 4.040 0.122 1.415 -0.09
C 4.817 -1.025 2.068 -0.09
O 5.593 -0.560 3.178 -0.55
C 4.975 -0.851 4.427 -0.26
H 2.749 2.052 3.746 0.18
H 4.449 1.788 3.324 0.19
H 3.373 2.672 2.202 0.19
H 4.716 0.920 1.085 0.19
H 3.523 -0.265 0.530 0.18
H 5.521 -1.433 1.336 0.19
H 4.143 -1.835 2.374 0.17
H 5.094 -1.914 4.657 0.17
H 3.914 -0.589 4.430 0.18
H 5.478 -0.267 5.202 0.19

2.
14
Properties=species:S:1:pos:R:3:nbo_charge:R:1 method="wB97M-V/def2-TZVPD" relative_energy_ev=3.357 e_homo_ev=-14.51 max_force_ev_per_a=4.00 e_tot_ha=-337.1809 total_charge=+1 lumo_energy_ev=-5.48
H 2.521 1.965 -0.830 0.40
N 1.661 1.364 -0.855 -0.57
C 0.552 1.966 -0.986 0.19
N -0.512 1.132 -1.401 0.05
N -0.857 0.235 -0.669 -0.05
C -0.730 -0.621 0.305 0.49
C 0.389 -1.644 0.247 -0.66
N -1.654 -0.609 1.276 -0.71
H 0.416 2.974 -0.979 0.20
H 1.134 -1.369 0.867 0.27
H 0.945 -1.557 -0.664 0.27
H 0.078 -2.645 0.386 0.26
H -2.287 0.175 1.376 0.43
H -1.657 -1.368 1.927 0.44

3.
20
Properties=species:S:1:pos:R:3:nbo_charge:R:1 method="wB97M-V/def2-TZVPD" multiplicity=2 relative_energy_ev=2.041 e_homo_ev="-13.32 / -13.16" max_force_ev_per_a=3.09 e_tot_ha=-382.0923 total_charge=+1 lumo_energy_ev="-3.58 / -8.35"
O 1.368 -1.381 -0.590 -0.38
C 0.559 -0.513 -0.373 0.62
N 1.118 0.725 -0.267 -0.06
C 2.474 1.016 -0.722 -0.47
C 0.294 1.806 0.193 -0.46
C -0.996 -0.699 -0.448 -0.32
N -1.511 -0.409 0.891 -0.62
C -2.886 -0.817 1.082 -0.44
H 2.538 2.128 -0.837 0.25
H 3.320 0.574 -0.081 0.30
H 2.670 0.565 -1.692 0.28
H -0.713 1.586 -0.220 0.27
H 0.671 2.809 -0.046 0.25
H 0.146 1.816 1.256 0.29
H -1.096 -1.771 -0.530 0.25
H -1.556 -0.039 -1.123 0.24
H -0.964 -0.764 1.598 0.36
H -3.230 -1.966 1.041 0.20
H -3.499 -0.165 0.476 0.21
H -3.149 -0.695 2.120 0.23

4.
12
Properties=species:S:1:pos:R:3:nbo_charge:R:1 method="wB97M-V/def2-TZVPD" relative_energy_ev=5.848 e_homo_ev="-7.37 / -7.35" max_force_ev_per_a=0.96 e_tot_ha=-319.4973 lumo_energy_ev="-0.03 / -0.03"
N 1.260 -0.069 0.362 -0.57
C 0.970 -0.271 -1.010 0.14
N 0.023 -1.418 -0.889 -0.42
C -0.832 -1.111 0.019 0.04
C -0.559 0.177 0.704 -0.29
C -0.596 1.196 -0.375 0.04
N 0.272 1.014 -1.303 -0.42
H 1.818 0.767 0.539 0.42
H 1.638 -0.897 0.821 0.42
H -1.697 -1.731 0.253 0.21
H -0.974 0.385 1.685 0.23
H -1.319 2.012 -0.392 0.21

5.
69
Properties=species:S:1:pos:R:3:mulliken_charge:R:1 method="wB97M-V/def2-TZVPD" relative_energy_ev=0.182 e_homo_ev=-7.90 max_force_ev_per_a=3.21 e_tot_ha=-1882.2399 lumo_energy_ev=0.58
Zr -0.261 -0.168 0.003 2.53
C -3.015 0.920 1.730 -1.13
O -2.002 0.624 0.901 -0.48
H -3.022 1.985 2.038 0.25
H -3.993 0.814 1.221 0.26
H -3.032 0.324 2.656 0.30
C -0.153 -3.422 1.024 -1.01
O -0.420 -2.119 0.724 -0.54
H 0.083 -4.004 0.115 0.30
H 0.699 -3.514 1.710 0.20
H -1.042 -3.921 1.440 0.22
C 1.198 2.976 0.345 -1.23
O 0.620 1.787 0.123 0.08
H 0.492 3.824 0.334 0.30
H 1.699 3.046 1.346 0.23
H 2.036 3.195 -0.346 0.27
C 1.404 -1.534 -2.686 -0.85
O 0.826 -0.672 -1.823 -0.32
H 2.046 -1.015 -3.419 0.29
H 2.060 -2.274 -2.179 -0.03
H 0.685 -2.170 -3.245 0.19
C -2.276 -1.283 -4.121 -0.10
O -2.959 -2.128 -3.168 -0.42
C -2.675 -1.907 -1.901 0.64
O -1.825 -1.153 -1.506 -0.31
O -3.440 -2.661 -1.137 -0.46
C -3.591 -2.317 0.244 -0.23
H -2.017 -0.344 -3.641 -0.28
H -2.996 -1.120 -4.917 0.34
H -1.378 -1.775 -4.487 0.26
H -3.645 -3.248 0.806 0.27
H -4.570 -1.851 0.376 0.27
H -2.775 -1.686 0.587 -0.14
C 1.583 -1.691 3.990 -0.32
O 1.224 -0.396 4.491 -0.44
C 0.559 0.382 3.661 0.30
O 0.205 0.088 2.551 0.15
O 0.387 1.558 4.232 -0.43
C -0.428 2.487 3.507 -0.36
H 2.561 -1.673 3.520 0.18
H 0.769 -2.068 3.373 0.01
H 1.638 -2.324 4.876 0.34
H -0.309 2.323 2.434 -0.16
H -0.077 3.486 3.759 0.30
H -1.475 2.413 3.790 0.29
C 3.850 0.673 2.026 -0.43
O 3.916 -0.682 1.605 -0.44
C 2.924 -1.097 0.828 0.04
O 1.931 -0.457 0.633 0.57
O 3.089 -2.298 0.331 -0.23
C 4.347 -2.961 0.430 -0.90
H 3.918 1.333 1.166 0.31
H 4.681 0.814 2.711 0.28
H 2.933 0.880 2.578 0.01
H 4.436 -3.635 -0.420 0.24
H 4.349 -3.587 1.325 0.30
H 5.189 -2.281 0.427 0.39
C 0.313 1.920 -3.698 -0.19
O -0.846 2.719 -3.494 -0.48
C -1.576 2.365 -2.445 0.46
O -1.357 1.406 -1.764 0.39
O -2.561 3.201 -2.207 -0.33
C -2.656 4.452 -2.911 -0.73
H 1.055 2.101 -2.921 0.16
H 0.704 2.210 -4.668 0.32
H 0.072 0.861 -3.643 -0.16
H -3.251 5.087 -2.263 0.26
H -3.192 4.328 -3.853 0.27
H -1.666 4.853 -3.106 0.32

6.
81
Properties=species:S:1:pos:R:3:mulliken_charge:R:1 method="wB97M-V/def2-TZVPD" e_homo_ev=-11.85 max_force_ev_per_a=0.50 e_tot_ha=-2035.3990 total_charge=+1 lumo_energy_ev=-4.61
C 0.883 -1.063 3.685 -1.69
C 0.623 -0.143 2.493 0.32
C 1.870 0.058 1.601 -0.46
C 2.438 1.443 1.671 -0.24
C 2.711 2.069 2.892 -0.19
C 3.205 3.374 2.942 0.19
O 3.502 4.042 4.069 -0.52
C 3.454 4.051 1.748 -0.21
N 3.204 3.385 0.620 0.32
F 3.454 4.042 -0.528 -0.14
C 2.712 2.148 0.501 -0.62
O -0.438 -0.718 1.760 -0.14
C -0.971 0.086 0.707 -0.51
C -1.678 1.311 1.220 -0.29
C -2.948 1.202 1.774 -0.35
C -3.605 2.324 2.246 -0.70
C -2.997 3.571 2.171 -0.46
C -1.737 3.695 1.610 -0.82
C -1.084 2.565 1.142 0.19
H 1.723 -1.735 3.515 0.36
H 1.084 -0.500 4.596 0.41
H 0.001 -1.674 3.857 0.26
H 0.292 0.824 2.890 0.54
H 1.645 -0.186 0.565 0.02
H 2.659 -0.627 1.916 0.56
H 2.534 1.526 3.813 0.51
H 2.871 3.846 4.774 0.36
H 3.832 5.060 1.692 0.48
H 2.560 1.767 -0.498 0.87
H -1.670 -0.564 0.183 0.50
H -0.209 0.368 -0.026 0.26
H -3.437 0.238 1.828 0.47
H -4.597 2.234 2.665 0.42
H -3.512 4.446 2.542 0.40
H -1.282 4.673 1.528 0.43
H -0.110 2.670 0.677 0.38
C 1.578 5.473 -3.652 -1.22
C 2.172 4.097 -3.439 0.30
O 1.476 3.077 -4.166 -0.29
C 1.741 3.040 -5.479 0.70
O 2.519 3.755 -6.052 -0.55
O 0.999 2.085 -6.022 -0.33
C 1.129 1.964 -7.446 -0.67
H 0.515 5.469 -3.408 0.33
H 2.081 6.203 -3.015 0.37
H 1.691 5.788 -4.687 0.34
H 2.060 3.797 -2.401 -0.21
H 3.231 4.074 -3.700 0.37
H 2.172 1.839 -7.726 0.32
H 0.719 2.844 -7.937 0.31
H 0.556 1.084 -7.717 0.22
C -0.943 -4.844 3.440 -1.27
C -1.830 -3.803 2.790 0.65
O -2.700 -4.344 1.793 -0.15
C -3.762 -5.037 2.212 0.64
O -4.062 -5.235 3.359 -0.56
O -4.428 -5.455 1.141 -0.33
C -5.576 -6.264 1.431 -0.69
H -0.395 -5.403 2.681 0.33
H -0.225 -4.361 4.104 0.35
H -1.531 -5.548 4.025 0.39
H -1.242 -3.081 2.226 -0.55
H -2.412 -3.257 3.534 0.46
H -6.245 -5.749 2.116 0.31
H -5.268 -7.214 1.862 0.30
H -6.066 -6.428 0.477 0.22
C -1.874 -2.978 -1.400 -1.41
C -0.580 -3.283 -0.680 1.18
O 0.499 -3.549 -1.591 -0.44
C 1.046 -2.472 -2.143 0.69
O 0.782 -1.323 -1.877 -0.56
O 1.949 -2.871 -3.034 -0.37
C 2.581 -1.816 -3.765 -0.62
H -2.131 -3.794 -2.075 0.36
H -2.679 -2.865 -0.673 0.38
H -1.793 -2.062 -1.984 0.36
H -0.684 -4.189 -0.088 0.24
H -0.292 -2.471 -0.009 -0.61
H 3.022 -1.086 -3.089 0.22
H 1.862 -1.323 -4.417 0.32
H 3.354 -2.294 -4.358 0.26

7.
16
Properties=species:S:1:pos:R:3:nbo_charge:R:1 method="wB97M-V/def2-TZVPD" relative_energy_ev=0.108 e_homo_ev="-8.74 / -7.41" max_force_ev_per_a=3.42 e_tot_ha=-2116.2145 lumo_energy_ev="-0.88 / -1.12"
C -2.198 -0.934 -2.527 -0.30
C -1.566 -0.851 -1.363 -0.75
C 0.438 1.705 1.901 -0.94
C 1.239 -0.482 0.037 -1.49
Si -0.250 0.276 -0.728 1.48
Si 1.298 0.068 1.848 1.48
Cl 0.093 2.026 -1.746 -0.37
Cl 3.245 -0.033 2.450 -0.38
Cl 0.351 -1.141 3.218 -0.38
H -3.001 -1.716 -2.522 0.22
H -1.940 -0.235 -3.356 0.22
H -2.033 -1.396 -0.563 0.24
H 0.857 2.221 1.112 0.18
H 0.186 2.331 2.694 0.21
H 0.979 -1.573 -0.073 0.29
H 2.301 -0.267 -0.383 0.31

8.
7
Properties=species:S:1:pos:R:3:nbo_charge:R:1 method="wB97M-V/def2-TZVPD" relative_energy_ev=1.450 e_homo_ev=-10.69 max_force_ev_per_a=4.08 e_tot_ha=-8289.0581 lumo_energy_ev=-2.96
O 0.635 1.314 -0.497 -1.02
O 0.769 -1.206 -0.733 -0.89
O -1.306 0.023 0.808 -0.97
P 0.311 0.054 0.113 2.22
Br 0.158 -2.854 -0.389 0.41
Br 1.187 -0.033 2.070 -0.14
Br -3.320 0.117 0.925 0.39

9.
20
Properties=species:S:1:pos:R:3:nbo_charge:R:1 method="wB97M-V/def2-TZVPD" relative_energy_ev=5.239 e_homo_ev=-8.27 max_force_ev_per_a=7.27 e_tot_ha=-1140.3185 lumo_energy_ev=-1.48
C 3.459 0.063 -0.765 0.11
C 2.829 -2.088 -0.169 0.43
C -6.048 2.978 0.256 -0.39
C -5.596 3.255 1.452 -0.39
C 2.038 0.437 -1.131 -0.62
C 3.169 -3.499 -0.149 -0.66
N 3.709 -1.160 -0.346 -0.42
N 1.723 -1.672 0.271 -0.69
S -0.817 -0.838 0.769 -0.41
S 1.185 -0.181 0.544 0.82
H 4.307 0.705 -0.542 0.22
H -6.457 3.692 -0.447 0.20
H -6.084 1.882 -0.126 0.20
H -5.197 2.549 2.186 0.19
H -5.386 4.215 1.946 0.19
H 1.957 1.516 -1.328 0.25
H 1.609 -0.257 -1.988 0.26
H 3.597 -3.912 -0.966 0.23
H 2.182 -3.900 -0.116 0.25
H 3.822 -3.785 0.648 0.24

10.
32
Properties=species:S:1:pos:R:3:nbo_charge:R:1 method="wB97M-V/def2-TZVPD" multiplicity=2 relative_energy_ev=3.116 e_homo_ev="-1.86 / -8.58" max_force_ev_per_a=5.12 e_tot_ha=-631.1455 lumo_energy_ev="0.04 / 0.54"
C 1.550 -1.852 -2.104 -0.67
C -1.068 -1.889 1.215 0.27
C -1.579 -1.541 -0.027 -0.33
C 0.309 -2.256 1.492 -0.26
C -0.694 -1.562 -1.102 -0.21
C 1.050 -2.484 0.334 -0.21
C 0.617 -1.934 -0.881 -0.03
O -1.940 -2.004 2.294 -0.72
H -2.668 -1.484 -0.131 0.22
H -2.519 -2.760 2.148 0.48
H 0.762 -2.602 2.422 0.23
H -0.910 -1.167 -2.064 0.21
H 2.067 -2.840 0.171 0.22
H 2.559 -1.457 -1.998 0.22
H 1.014 -1.415 -2.925 0.21
H 1.655 -2.897 -2.559 0.21
C 1.309 2.296 0.997 -0.23
C 2.116 1.023 1.117 -0.63
C -0.459 2.692 -0.720 0.67
N 0.837 2.628 -0.355 -0.62
N -1.542 2.556 0.089 -0.96
N -0.761 2.879 -2.039 -0.78
H 0.502 2.336 1.766 0.22
H 2.044 3.176 1.069 0.19
H 3.001 0.949 0.470 0.21
H 1.230 0.273 0.678 0.21
H 1.596 2.694 -1.059 0.21
H -1.703 1.769 0.730 0.41
H -2.471 2.955 -0.262 0.29
H 0.025 3.119 -2.625 0.34
H -1.763 2.770 -2.343 0.38
H 2.439 0.695 2.071 0.23

11.
71
Properties=species:S:1:pos:R:3:nbo_charge:R:1 method="wB97M-V/def2-TZVPD" smiles="CC[C@H](C)[C@@H](NC(=O)OC(C)(C)C)C(=O)N[C@@H](C(=O)N1CCC[C@@H]1C(N)=O)[C@@H](C)CC" relative_energy_ev=0.127 e_homo_ev=-9.28 max_force_ev_per_a=0.77 e_tot_ha=-1457.6602 lumo_energy_ev=0.69
C 0.428 0.120 -4.493 -0.60
C 0.637 0.431 -3.015 -0.40
C -0.223 1.600 -2.519 -0.20
C 0.196 2.925 -3.146 -0.62
C -0.129 1.690 -0.986 -0.13
N -0.947 2.765 -0.469 -0.63
C -0.566 3.449 0.642 0.90
O 0.537 3.371 1.131 -0.67
O -1.577 4.227 1.056 -0.53
C -1.402 5.121 2.183 0.27
C -0.303 6.139 1.886 -0.64
C -1.084 4.322 3.447 -0.64
C -2.757 5.817 2.316 -0.61
C -0.609 0.372 -0.371 0.69
O -1.728 -0.062 -0.580 -0.66
N 0.282 -0.238 0.432 -0.60
C 0.066 -1.589 0.916 -0.14
C 0.772 -2.498 -0.097 0.71
O 1.998 -2.490 -0.203 -0.69
N 0.007 -3.220 -0.919 -0.42
C -1.448 -3.304 -0.936 -0.23
C -1.757 -4.249 -2.097 -0.42
C -0.576 -4.044 -3.041 -0.40
C 0.590 -3.904 -2.072 -0.15
C 1.162 -5.280 -1.662 0.67
N 2.236 -5.171 -0.866 -0.83
O 0.691 -6.332 -2.034 -0.62
C 0.544 -1.803 2.366 -0.19
C 0.338 -3.276 2.718 -0.62
C 1.991 -1.350 2.591 -0.42
C 2.460 -1.551 4.028 -0.60
H 0.999 -0.762 -4.774 0.21
H -0.624 -0.072 -4.696 0.20
H 0.755 0.946 -5.118 0.21
H 1.690 0.656 -2.834 0.20
H 0.387 -0.462 -2.436 0.20
H -1.270 1.393 -2.768 0.21
H 0.006 2.923 -4.216 0.21
H 1.256 3.103 -2.980 0.20
H -0.362 3.745 -2.701 0.22
H 0.898 1.911 -0.678 0.23
H -1.931 2.741 -0.691 0.41
H 0.655 5.637 1.781 0.24
H -0.525 6.670 0.963 0.21
H -0.238 6.857 2.699 0.21
H -0.125 3.823 3.342 0.24
H -1.045 4.991 4.302 0.21
H -1.855 3.573 3.619 0.21
H -2.734 6.518 3.145 0.21
H -3.538 5.083 2.492 0.22
H -2.990 6.356 1.401 0.21
H 1.224 0.116 0.492 0.42
H -1.014 -1.748 0.882 0.24
H -1.823 -3.696 0.013 0.20
H -1.879 -2.313 -1.110 0.23
H -2.715 -4.024 -2.561 0.22
H -1.762 -5.283 -1.754 0.22
H -0.432 -4.891 -3.708 0.25
H -0.697 -3.131 -3.626 0.21
H 1.417 -3.300 -2.463 0.24
H 2.681 -6.006 -0.521 0.40
H 2.552 -4.256 -0.564 0.43
H -0.106 -1.194 3.007 0.21
H 1.035 -3.900 2.162 0.21
H 0.494 -3.443 3.779 0.22
H -0.675 -3.588 2.475 0.21
H 2.063 -0.284 2.364 0.19
H 2.650 -1.889 1.911 0.23
H 1.760 -1.096 4.727 0.20
H 3.432 -1.084 4.167 0.21
H 2.558 -2.606 4.271 0.20

12.
61
Properties=species:S:1:pos:R:3:nbo_charge:R:1 method="wB97M-V/def2-TZVPD" e_homo_ev="-14.67 / -14.66" max_force_ev_per_a=8.23 e_tot_ha=-2633.4076 total_charge=+2 lumo_energy_ev="-10.55 / -10.56"
Au 0.580 -0.403 -0.399 1.36
C 2.351 -1.697 1.752 -0.26
O 1.292 -0.796 1.472 -0.90
Si 0.809 0.579 2.396 1.96
C -0.019 -0.058 3.976 -1.17
C 2.278 1.680 2.879 -1.17
C -0.249 1.088 0.828 -1.44
Si 0.039 2.888 0.093 1.68
C 1.711 2.716 -0.826 -1.11
C -1.188 3.565 -1.199 -1.11
C 0.032 4.084 1.574 -1.12
Si -2.184 0.671 0.951 1.66
C -2.190 -1.246 1.054 -1.12
C -2.824 1.571 2.497 -1.11
C -3.321 1.119 -0.503 -1.11
H 2.221 -2.098 2.757 0.23
H 3.313 -1.189 1.676 0.19
H 2.312 -2.513 1.032 0.22
H 0.717 -0.522 4.630 0.27
H -0.803 -0.790 3.811 0.26
H -0.445 0.764 4.540 0.27
H 3.024 1.107 3.430 0.27
H 1.943 2.464 3.554 0.28
H 2.788 2.158 2.047 0.25
H 1.562 2.256 -1.795 0.24
H 2.439 2.135 -0.274 0.20
H 2.118 3.708 -0.988 0.27
H -1.451 2.823 -1.947 0.24
H -0.737 4.405 -1.723 0.27
H -2.099 3.933 -0.736 0.25
H 0.944 4.020 2.154 0.24
H -0.804 3.936 2.247 0.25
H -0.039 5.099 1.193 0.27
H -1.534 -1.626 1.827 0.23
H -1.894 -1.690 0.108 0.22
H -3.199 -1.585 1.277 0.27
H -2.412 1.177 3.417 0.24
H -3.902 1.445 2.544 0.27
H -2.634 2.638 2.471 0.25
H -2.898 0.864 -1.468 0.24
H -3.576 2.172 -0.515 0.25
H -4.259 0.575 -0.415 0.27
O 3.481 -0.473 -1.883 0.07
N 3.021 -0.112 -0.890 0.54
S -1.627 0.195 -4.336 0.11
C -0.801 0.153 -3.004 0.15
N -0.188 0.236 -1.993 -0.75
C 1.390 -4.960 -2.065 -0.99
P 0.723 -3.312 -2.416 1.93
C 1.377 -2.788 -4.026 -1.00
C -1.081 -3.489 -2.582 -1.00
O 1.105 -2.354 -1.298 -1.22
H 1.093 -5.628 -2.870 0.27
H 0.998 -5.333 -1.119 0.27
H 2.477 -4.921 -2.009 0.26
H 1.170 -3.557 -4.764 0.28
H 2.455 -2.644 -3.953 0.25
H 0.912 -1.856 -4.341 0.27
H -1.300 -4.131 -3.429 0.27
H -1.537 -2.514 -2.741 0.26
H -1.484 -3.938 -1.676 0.26